No. 1
Formula: C36H30AsBrFN3O10PSTl
Source: OMol25
Level of theory: wB97M-V/def2-TZVPD

Cartesian coordinates (Å):
1 Tl -0.811 1.716 -0.264
2 C -2.441 -2.861 3.285
3 C -2.292 -1.376 3.364
4 C -3.003 -0.596 4.271
5 C -2.843 0.782 4.265
6 C -1.933 1.298 3.362
7 Br -1.635 3.162 3.299
8 N -1.224 0.584 2.527
9 C -1.420 -0.719 2.497
10 H -2.967 -3.261 4.150
11 H -1.460 -3.328 3.208
12 H -2.999 -3.117 2.385
13 H -3.692 -1.054 4.969
14 H -3.392 1.427 4.934
15 H -0.859 -1.254 1.746
16 O 1.882 -1.295 -3.426
17 As 1.442 0.465 -2.966
18 O 2.886 1.148 -3.164
19 O 0.754 0.123 -1.514
20 C 0.035 0.690 -4.313
21 C -0.236 -0.334 -5.211
22 C -1.369 -0.293 -6.004
23 C -2.232 0.792 -5.938
24 C -1.943 1.834 -5.074
25 C -0.822 1.762 -4.270
26 S -0.613 3.067 -3.078
27 O -0.546 4.297 -3.847
28 O 0.594 2.769 -2.313
29 O -1.841 2.981 -2.272
30 H 1.290 -1.815 -2.878
31 H 0.445 -1.172 -5.251
32 H -1.591 -1.117 -6.670
33 H -3.128 0.803 -6.543
34 H -2.563 2.715 -4.988
35 C 4.984 1.967 5.708
36 C 5.190 1.238 4.547
37 C 4.168 1.078 3.632
38 C 2.926 1.660 3.859
39 C 2.720 2.372 5.033
40 C 3.740 2.521 5.955
41 P 1.492 1.497 2.692
42 C 2.260 2.344 1.246
43 C 1.787 3.636 1.018
44 C 2.266 4.379 -0.044
45 C 3.216 3.837 -0.889
46 C 3.713 2.569 -0.652
47 C 3.245 1.823 0.416
48 C 1.695 -0.306 2.431
49 C 1.676 -1.078 3.593
50 C 1.688 -2.456 3.523
51 C 1.706 -3.084 2.288
52 C 1.688 -2.324 1.131
53 C 1.676 -0.939 1.194
54 H 5.789 2.098 6.420
55 H 6.155 0.790 4.356
56 H 4.335 0.491 2.740
57 H 1.744 2.801 5.218
58 H 3.560 3.069 6.870
59 H 1.036 4.051 1.680
60 H 1.877 5.370 -0.226
61 H 3.555 4.394 -1.747
62 H 4.439 2.143 -1.325
63 H 3.637 0.829 0.577
64 H 1.642 -0.584 4.557
65 H 1.680 -3.039 4.434
66 H 1.712 -4.164 2.232
67 H 1.669 -2.806 0.165
68 H 1.613 -0.369 0.275
69 F -5.603 -2.637 -5.271
70 C -4.561 -3.015 -4.484
71 C -3.845 -2.066 -3.823
72 N -2.748 -2.362 -3.090
73 C -2.178 -1.319 -2.284
74 C -3.216 -0.909 -1.130
75 O -4.331 -1.410 -1.235
76 O -2.757 -0.143 -0.276
77 C -2.421 -3.676 -2.828
78 O -1.530 -4.030 -2.088
79 N -3.174 -4.607 -3.518
80 C -4.270 -4.415 -4.358
81 O -4.839 -5.369 -4.861
82 H -4.104 -1.021 -3.891
83 H -2.011 -0.425 -2.885
84 H -1.242 -1.651 -1.833
85 H -2.924 -5.569 -3.326

Results
Net charge   -2
Energy   -8128.41351 hartree
LUMO   0.1395 hartree
HOMO energy   -3.245 eV
HOMO-LUMO gap   7.0 eV

=====

No. 2
Formula: C36H30BiBrF4NO4PSe4
Source: OMol25
Level of theory: wB97M-V/def2-TZVPD

Cartesian coordinates (Å):
1 Bi 1.108 -0.360 1.038
2 Se 2.281 1.010 2.963
3 Se 2.212 -0.430 4.848
4 Se 2.671 -2.427 3.786
5 Se 0.770 -2.560 2.426
6 F -3.914 -0.215 -5.662
7 C -3.496 -0.409 -4.417
8 C -4.072 -1.397 -3.638
9 F -5.046 -2.151 -4.139
10 C -3.641 -1.586 -2.336
11 F -4.249 -2.524 -1.614
12 C -2.628 -0.819 -1.774
13 P -1.931 -1.112 -0.071
14 C -1.741 -2.939 -0.215
15 C -0.602 -3.327 -0.922
16 C -0.327 -4.666 -1.145
17 C -1.184 -5.633 -0.644
18 C -2.305 -5.256 0.080
19 C -2.589 -3.916 0.297
20 C -3.429 -0.874 0.939
21 C -3.472 -1.479 2.196
22 C -4.515 -1.205 3.065
23 C -5.508 -0.307 2.697
24 C -5.446 0.329 1.467
25 C -4.402 0.058 0.593
26 C -2.072 0.181 -2.580
27 Br -0.738 1.340 -1.913
28 C -2.495 0.384 -3.884
29 F -1.955 1.339 -4.637
30 H 0.075 -2.572 -1.314
31 H 0.557 -4.952 -1.700
32 H -0.980 -6.682 -0.814
33 H -2.970 -6.015 0.472
34 H -3.478 -3.638 0.845
35 H -2.672 -2.145 2.498
36 H -4.554 -1.692 4.031
37 H -6.328 -0.095 3.372
38 H -6.208 1.046 1.189
39 H -4.344 0.571 -0.360
40 O 2.822 1.428 0.095
41 C 3.609 0.831 -0.951
42 C 3.629 -0.718 -0.741
43 O 4.256 -1.394 -1.526
44 O 2.992 -1.187 0.292
45 C 5.069 1.256 -0.818
46 C 5.573 1.624 0.423
47 C 6.910 1.976 0.550
48 C 7.744 1.953 -0.556
49 C 7.243 1.571 -1.792
50 C 5.910 1.217 -1.925
51 C 3.026 1.243 -2.297
52 C 2.947 2.609 -2.569
53 C 2.409 3.066 -3.760
54 C 1.956 2.158 -4.707
55 C 2.035 0.800 -4.446
56 C 2.559 0.341 -3.243
57 H 2.683 2.357 -0.119
58 H 4.926 1.633 1.292
59 H 7.297 2.262 1.519
60 H 8.786 2.229 -0.456
61 H 7.893 1.548 -2.657
62 H 5.519 0.902 -2.882
63 H 3.338 3.329 -1.856
64 H 2.354 4.129 -3.950
65 H 1.544 2.508 -5.644
66 H 1.699 0.085 -5.186
67 H 2.631 -0.722 -3.059
68 C -1.382 0.340 4.821
69 N -1.697 1.528 4.045
70 C -2.197 2.675 4.785
71 C -1.468 1.568 2.728
72 C -1.709 2.866 2.006
73 O -1.081 0.569 2.101
74 H -2.284 -0.047 5.298
75 H -0.642 0.582 5.585
76 H -0.968 -0.423 4.168
77 H -2.492 2.346 5.778
78 H -3.069 3.106 4.294
79 H -1.429 3.446 4.888
80 H -2.781 3.031 1.882
81 H -1.257 2.795 1.021
82 H -1.284 3.712 2.545

Results
Energy   -14880.82055 hartree
LUMO   -0.0033 hartree
HOMO energy   -7.643 eV
HOMO-LUMO gap   7.6 eV

=====

No. 3
Formula: C36H30BrF3N5O2PdSSb
Source: OMol25
Level of theory: wB97M-V/def2-TZVPD

Cartesian coordinates (Å):
1 Pd -0.568 1.427 -0.648
2 O 5.047 3.662 -1.373
3 C 3.878 3.098 -1.120
4 C 3.658 2.158 -0.108
5 C 2.397 1.637 0.057
6 N 1.363 1.988 -0.722
7 C 1.580 2.906 -1.673
8 Br 0.041 3.399 -2.667
9 C 2.795 3.484 -1.918
10 H 5.748 3.358 -0.781
11 H 4.457 1.835 0.545
12 H 2.191 0.914 0.830
13 H 2.921 4.223 -2.696
14 N -4.843 -2.434 -1.304
15 C -5.470 -1.294 -0.932
16 O -6.618 -1.233 -0.558
17 C -4.643 -0.027 -0.955
18 C -5.328 1.176 -1.064
19 C -4.609 2.361 -1.059
20 C -3.238 2.304 -0.916
21 N -2.572 1.141 -0.781
22 C -3.266 -0.004 -0.812
23 H -5.411 -3.266 -1.347
24 H -3.984 -2.431 -1.828
25 H -6.408 1.157 -1.144
26 H -5.095 3.322 -1.155
27 H -2.638 3.206 -0.884
28 H -2.703 -0.919 -0.696
29 F 2.750 -3.918 3.534
30 C 2.229 -3.272 2.495
31 C 1.540 -2.093 2.720
32 C 1.003 -1.425 1.631
33 C 1.163 -1.930 0.343
34 C 1.842 -3.132 0.149
35 C 2.386 -3.810 1.227
36 Sb 0.320 -0.937 -1.309
37 C 1.878 -0.655 -2.710
38 C 1.606 0.126 -3.832
39 C 2.594 0.385 -4.767
40 C 3.858 -0.140 -4.552
41 F 4.816 0.111 -5.441
42 C 4.160 -0.910 -3.442
43 C 3.158 -1.165 -2.519
44 C -0.887 -2.482 -2.108
45 C -1.175 -2.532 -3.471
46 C -1.931 -3.571 -3.989
47 C -2.385 -4.555 -3.124
48 F -3.110 -5.557 -3.616
49 C -2.120 -4.527 -1.764
50 C -1.369 -3.476 -1.261
51 H 1.426 -1.720 3.729
52 H 0.435 -0.515 1.802
53 H 1.947 -3.556 -0.844
54 H 2.919 -4.743 1.104
55 H 0.618 0.549 -3.985
56 H 2.404 0.979 -5.651
57 H 5.161 -1.301 -3.319
58 H 3.391 -1.766 -1.648
59 H -0.795 -1.774 -4.147
60 H -2.157 -3.639 -5.044
61 H -2.492 -5.318 -1.128
62 H -1.145 -3.455 -0.200
63 N -2.952 1.925 2.448
64 C -1.686 2.097 2.847
65 S -0.433 2.396 1.731
66 N -1.447 2.003 4.155
67 C -0.190 2.121 4.830
68 C 0.623 3.231 4.655
69 C 1.813 3.315 5.362
70 C 2.176 2.314 6.252
71 C 1.342 1.222 6.443
72 C 0.157 1.121 5.731
73 H -3.178 2.020 1.476
74 H -3.707 1.791 3.102
75 H -2.212 1.691 4.738
76 H 0.321 4.032 3.996
77 H 2.445 4.184 5.237
78 H 3.097 2.396 6.811
79 H 1.608 0.449 7.151
80 H -0.498 0.269 5.876

Results
Net charge   +2
Energy   -5453.60225 hartree
LUMO (spin up / spin down)   -0.2414 / -0.2414 hartree
HOMO energy (spin up / spin down)   -13.413 / -13.413 eV
HOMO-LUMO gap (spin up / spin down)   6.8 / 6.8 eV

=====

Question: Among the records above, which one has the highest energy?
Answer: C36H30BrF3N5O2PdSSb

=====

Question: Look up the energy of the second one.
Answer: -14880.82055 hartree